ORCA calculation (ωB97M-V/def2-TZVPD) on C33H21BrN6O6S2W as an isolated structure in a non-equilibrium geometry.

The relative energy (zero: lowest compared OMol25 entry of this formula, charge and spin) comes out at 275.9 kJ/mol. The calculated total energy comes out at -149326.351 eV. Its LUMO energy (spin up / spin down) is -0.0414 / -0.0414 Ha. The orbital gap (spin up / spin down) comes out at 5.1 / 5.1 eV. Its charge is 0. Its HOMO energy (spin up / spin down) is -6.2 / -6.2 eV.

XYZ file:
```
70
C33H21BrN6O6S2W, DFT ωB97M-V/def2-TZVPD
W -1.104 0.579 0.478
S -0.656 3.202 1.222
C 0.917 2.518 1.243
C 2.047 3.126 1.793
C 3.262 2.482 1.704
C 3.325 1.244 1.053
C 2.179 0.687 0.542
N 0.964 1.296 0.625
H 1.933 4.076 2.286
H 4.153 2.917 2.127
H 4.266 0.723 0.960
H 2.209 -0.271 0.031
Br 6.172 0.418 -3.292
C 5.083 -1.140 -3.170
C 4.662 -1.573 -1.922
C 3.830 -2.667 -1.833
C 3.425 -3.351 -2.990
C 3.917 -2.924 -4.231
C 4.722 -1.812 -4.328
N 2.702 -4.520 -2.957
N 1.739 -4.769 -2.207
C 1.026 -3.858 -1.494
C 0.576 -4.272 -0.229
C 0.047 -3.379 0.677
C -0.107 -2.032 0.322
O -0.500 -1.070 1.158
C 0.175 -1.626 -0.999
N -0.075 -0.292 -1.281
C 0.156 0.109 -2.556
C 0.565 -0.744 -3.556
C 0.835 -2.082 -3.270
C 0.710 -2.533 -1.950
H 4.985 -1.055 -1.030
H 3.509 -3.018 -0.863
H 3.627 -3.469 -5.114
H 5.078 -1.472 -5.289
H 0.743 -5.301 0.049
H -0.223 -3.683 1.675
H -0.013 1.160 -2.765
H 0.683 -0.364 -4.558
H 1.118 -2.763 -4.056
O -4.487 -0.767 -1.279
C -3.455 -0.188 -1.020
O -2.471 -0.667 -0.294
C -3.130 1.161 -1.566
C -3.919 1.769 -2.527
C -3.511 2.952 -3.116
C -2.279 3.488 -2.698
C -1.555 2.864 -1.718
N -1.944 1.705 -1.103
H -4.841 1.279 -2.798
H -4.098 3.439 -3.876
H -1.895 4.393 -3.139
H -0.615 3.287 -1.375
O 0.374 1.800 4.425
S -0.530 0.708 4.216
O -0.041 -0.601 4.513
N -1.067 0.777 2.625
C -2.397 0.929 2.602
O -2.902 1.074 1.427
C -3.060 1.023 3.873
C -4.427 1.159 4.142
C -4.821 1.305 5.456
C -3.890 1.317 6.493
C -2.531 1.140 6.235
C -2.140 0.988 4.931
H -5.136 1.147 3.332
H -5.867 1.424 5.695
H -4.223 1.470 7.509
H -1.801 1.130 7.030
```